No. 1
Here is one molecule with the formula C11H11NO in a non-equilibrium geometry from OMol25. Energies are from ωB97M-V/def2-TZVPD.

Values from the calculation:
SMILES string: NCc1c(O)ccc2ccccc12
ΔE to the lowest compared entry with this formula, charge and spin, kcal per mole: 82.4
Total charge: 0

The geometry in XYZ format:
```
24
C11H11NO | OMol25 | ωB97M-V/def2-TZVPD
N 1.84626 -1.16356 2.01658
C 1.08289 -1.71421 0.96782
C 0.70680 -0.77316 -0.12349
C 1.45314 -0.66896 -1.29444
O 2.62610 -1.21762 -1.59520
C 0.88651 0.40595 -2.06354
C -0.29071 1.08473 -1.79379
C -0.93324 0.93506 -0.62096
C -2.18821 1.64192 -0.39175
C -2.79761 1.50655 0.88368
C -2.27184 0.59484 1.82759
C -0.86780 0.04308 1.62159
C -0.45347 0.03594 0.31473
H 1.49152 -0.53554 2.75125
H 2.59764 -0.78400 1.45758
H 0.10485 -2.21723 1.45340
H 1.88747 -2.36138 0.50117
H 2.85629 -1.28538 -2.51829
H 1.17719 0.39472 -3.23811
H -0.51722 1.88709 -2.60016
H -2.71878 2.27010 -1.23574
H -3.73718 2.09269 1.02539
H -2.80845 0.57568 2.77666
H -0.22468 -0.70120 2.30782
```

natural (NBO) atomic charge list, values in e, 5 entries: N -0.856; C -0.257; C -0.089; C 0.292; O -0.671

***

No. 2
Here is one molecule with the formula C11H11NO in a non-equilibrium geometry from OMol25. Energies are from ωB97M-V/def2-TZVPD.

Values from the calculation:
ΔE to the lowest compared entry with this formula, charge and spin, kcal per mole: 163.9
Total charge: 0

The geometry in XYZ format:
```
24
C11H11NO | OMol25 | ωB97M-V/def2-TZVPD
C 0.08420 -1.72456 -2.87182
C 1.03342 -2.35024 -2.02540
C -0.55884 -0.63831 -2.56767
C 1.22977 -1.83963 -0.77645
C -0.56634 1.33290 -1.24576
C 0.71569 -0.25392 1.03100
C -0.27204 0.00010 -1.27888
C 0.60700 -0.70477 -0.26551
C 0.37203 2.06020 0.99685
C -0.03527 0.83120 1.68569
C -1.50464 0.63234 1.74729
N 0.90848 3.11896 1.13388
O 0.67186 1.06137 2.92263
H -0.20420 -2.14060 -3.80286
H 1.31919 -3.32329 -2.23016
H -1.45689 -0.29556 -2.99771
H 1.87511 -2.51078 -0.09011
H -1.18222 1.84083 -1.98484
H 1.49431 -0.69595 1.61792
H -1.90539 1.13476 0.84465
H -2.15752 0.88601 2.61659
H -1.78129 -0.41862 1.62374
H 1.18390 3.31099 2.20834
H 0.12970 0.68655 3.70860
```

natural (NBO) atomic charge list, values in e, 5 entries: C -0.255; C -0.190; C -0.153; C -0.181; C -0.199

***

No. 3
Here is one molecule with the formula C11H11NO3 in a non-equilibrium geometry from OMol25. Energies are from ωB97M-V/def2-TZVPD.

Values from the calculation:
SMILES string: O=C=CCC[C@@]12C=CC=C[C@@H]1/C2=[N+](\[O-])O
ΔE to the lowest compared entry with this formula, charge and spin, kcal per mole: 196.8
Total charge: 0

The geometry in XYZ format:
```
26
C11H11NO3 | OMol25 | ωB97M-V/def2-TZVPD
O 3.92614 -0.08227 -0.61785
C 3.11686 0.68113 -0.26420
C 2.26825 1.50577 0.22933
C 1.15608 2.17811 -0.45841
C -0.18512 1.92464 0.24506
C -0.56876 0.44747 0.16250
C -1.60242 0.01633 1.11058
C -2.41445 -0.99349 0.80484
C -2.41047 -1.69011 -0.46838
C -1.71390 -1.12680 -1.51845
C -0.59619 -0.27829 -1.21766
C 0.40345 -0.58953 -0.13979
N 0.85451 -1.74726 0.24443
O 1.07569 -2.73339 -0.36992
O 1.22739 -1.59807 1.73413
H 2.43541 1.53519 1.27933
H 1.46492 3.21601 -0.40957
H 1.12255 2.01965 -1.49522
H 0.03457 2.17288 1.30811
H -0.83387 2.50003 -0.28482
H -1.81626 0.50708 2.06248
H -3.08012 -1.62222 1.40164
H -3.24224 -2.42463 -0.71624
H -1.75049 -1.53964 -2.47704
H -0.27122 0.21648 -2.19246
H 1.39970 -2.49506 2.04759
```

natural (NBO) atomic charge list, values in e, 5 entries: O -0.463; C 0.730; C -0.553; C -0.399; C -0.375

***

No. 4
Here is a 2-piece molecular cluster, C11H12Br2FN overall in a non-equilibrium geometry from OMol25. Energies are from ωB97M-V/def2-TZVPD.

Values from the calculation:
ΔE to the lowest compared entry with this formula, charge and spin, kcal per mole: 22.3
Total charge: 0

The geometry in XYZ format:
```
27
C11H12Br2FN | OMol25 | ωB97M-V/def2-TZVPD
C 1.81107 -3.59062 -0.74074
C 1.61046 -2.67908 -1.77020
C 1.23865 -3.37545 0.50588
C 0.82789 -1.56511 -1.57677
C 0.46792 -2.25682 0.73564
C 0.23375 -1.34661 -0.31256
C -0.50605 -0.20546 -0.14001
C -3.18188 2.13944 -0.04546
C -1.08592 2.54886 1.31577
C -1.66086 2.00860 0.01077
C 1.96813 1.16893 0.54298
N -1.31112 0.65103 -0.17268
F 2.39376 2.23164 1.26880
Br 2.02707 1.72823 -1.36390
Br 3.25807 -0.30043 0.84370
H 2.42732 -4.46054 -0.90111
H 2.07102 -2.83389 -2.73380
H 1.41376 -4.08076 1.30365
H 0.66729 -0.84790 -2.36546
H 0.03650 -2.06813 1.70569
H -3.63983 1.63643 0.80189
H -3.45128 3.19031 -0.01797
H -3.56987 1.70668 -0.96323
H -0.03186 2.29487 1.39904
H -1.61031 2.13091 2.17439
H -1.18854 3.63057 1.33444
H -1.21515 2.54432 -0.83873
```

natural (NBO) atomic charge list, values in e, 5 entries: C -0.164; C -0.160; C -0.204; C -0.126; C -0.106

***

No. 5
Here is C11H12BrClZr as an isolated structure in a non-equilibrium geometry from OMol25. Energies are from ωB97M-V/def2-TZVPD.

Values from the calculation:
ΔE to the lowest compared entry with this formula, charge and spin, kcal per mole: 41.1
Total charge: 0

The geometry in XYZ format:
```
26
C11H12BrClZr | OMol25 | ωB97M-V/def2-TZVPD
C -0.37569 2.23298 -0.27487
C -1.77829 2.10983 0.07616
C -1.85120 1.95657 1.48242
H -2.63372 2.35737 -0.53976
C -0.54236 1.74213 1.98944
C 0.37445 1.76439 0.89083
H 1.44601 1.55676 0.97481
H 0.01515 2.66251 -1.22022
H -2.73103 2.15785 2.13181
H -0.25047 1.75639 3.07189
Zr -0.88759 -0.08268 -0.00947
Br -2.19259 -0.11546 -2.18543
C 2.01272 -2.43784 -0.45189
C 3.00041 -1.44620 -0.17770
C 2.94084 -0.46399 -1.20719
H 3.69870 -1.44662 0.65805
C 1.90371 -0.83828 -2.11331
C 1.33824 -2.06591 -1.65362
H 0.56825 -2.63131 -2.15838
H 1.84351 -3.33478 0.12521
H 3.59774 0.40256 -1.30273
H 1.61741 -0.29867 -3.01414
Cl -2.23335 -2.79045 1.21592
C -2.57026 -1.09080 1.13404
H -3.42849 -0.96757 0.44596
H -2.88208 -0.68878 2.11215
```

natural (NBO) atomic charge list, values in e, 5 entries: C -0.360; C -0.437; C -0.247; H 0.274; C -0.263

***

No. 6
Here is one molecule with the formula C11H12BrNO in a non-equilibrium geometry from OMol25. Energies are from ωB97M-V/def2-TZVPD.

Values from the calculation:
SMILES string: CC(=O)N/C(Br)=C/Cc1ccccc1
ΔE to the lowest compared entry with this formula, charge and spin, kcal per mole: 19.1
Total charge: 0

The geometry in XYZ format:
```
26
C11H12BrNO | OMol25 | ωB97M-V/def2-TZVPD
C 4.03689 -2.47051 0.84600
C 2.81251 -1.86118 0.27998
O 1.82355 -2.53902 0.12470
N 2.82568 -0.55858 -0.10145
C 1.86186 0.29973 -0.62968
Br 2.49090 2.13155 -0.63098
C 0.65303 0.05634 -1.20148
C -0.45340 1.09510 -1.54875
C -1.68237 0.89366 -0.60453
C -2.66672 -0.14333 -0.69050
C -3.71353 -0.12112 0.22775
C -3.73107 0.92114 1.21750
C -2.83696 1.93368 1.30915
C -1.82729 1.90690 0.33787
H 4.98879 -1.93694 0.59088
H 3.75584 -2.43045 1.91367
H 3.89695 -3.53705 0.71596
H 3.78391 -0.25003 -0.06765
H 0.11447 -0.88116 -1.20195
H -0.53940 1.00515 -2.59627
H -0.11277 2.15275 -1.40972
H -2.60815 -0.96388 -1.37293
H -4.44112 -0.83026 0.11262
H -4.50495 0.75857 1.94969
H -2.85980 2.72507 2.18787
H -1.06683 2.64384 0.24226
```

natural (NBO) atomic charge list, values in e, 5 entries: C -0.723; C 0.672; O -0.606; N -0.640; C 0.116

***

No. 7
Here is a 2-piece molecular cluster, C11H12Cl2FNO2 overall in a non-equilibrium geometry from OMol25. Energies are from ωB97M-V/def2-TZVPD.

Values from the calculation:
SMILES string: CC(=O)C(C)(F)C(C)=O.Clc1cccc(Cl)n1
ΔE to the lowest compared entry with this formula, charge and spin, kcal per mole: 0.0
Total charge: 0

The geometry in XYZ format:
```
29
C11H12Cl2FNO2 | OMol25 | ωB97M-V/def2-TZVPD
C 2.86429 1.02674 1.45197
C 3.58707 -0.05880 0.72819
O 4.66175 -0.50478 1.10302
C 2.87079 -0.65137 -0.50774
C 3.49040 -1.84567 -1.20488
F 1.61177 -1.01025 -0.05094
C 2.72030 0.55314 -1.50296
C 1.92376 0.29715 -2.74491
O 3.19600 1.66138 -1.29202
H 2.42574 1.72699 0.74161
H 2.09100 0.59254 2.09583
H 3.59647 1.56162 2.06437
H 2.76901 -2.22378 -1.94155
H 4.39048 -1.56082 -1.75009
H 3.74438 -2.60149 -0.45714
H 1.98222 -0.73605 -3.12066
H 0.86468 0.54316 -2.52867
H 2.30508 1.00020 -3.49964
Cl -2.10313 -0.16132 2.91454
C -3.48107 0.05107 1.91881
C -4.78562 0.07565 2.44230
C -5.84823 0.26757 1.55890
C -5.57150 0.35375 0.19564
C -4.22429 0.32078 -0.21590
Cl -3.78440 0.44143 -1.86777
N -3.20153 0.18012 0.62284
H -4.89933 -0.07818 3.51319
H -6.87435 0.34735 1.91768
H -6.32172 0.43187 -0.58401
```

natural (NBO) atomic charge list, values in e, 5 entries: C -0.729; C 0.586; O -0.524; C 0.165; C -0.640

***

No. 8
Here is one molecule with the formula C11H12Cl2O5 in a non-equilibrium geometry from OMol25. Energies are from ωB97M-V/def2-TZVPD.

Values from the calculation:
SMILES string: CC(=O)OC(=O)C[C@]1(/C(Cl)=C(\C)Cl)CCOC1=O
ΔE to the lowest compared entry with this formula, charge and spin, kcal per mole: 0.0
Total charge: 0

The geometry in XYZ format:
```
30
C11H12Cl2O5 | OMol25 | ωB97M-V/def2-TZVPD
C 4.48912 -0.45603 0.41740
C 3.07674 -0.88954 0.20171
O 2.58150 -1.87475 0.67943
O 2.38593 0.02940 -0.57598
C 1.25487 -0.41494 -1.21419
O 1.12779 -1.53810 -1.63460
C 0.21915 0.66245 -1.44297
C -0.96317 0.62797 -0.42954
C -1.88684 -0.50368 -0.79371
Cl -2.73076 -0.26441 -2.30536
C -2.07818 -1.64789 -0.12797
C -1.35948 -2.00921 1.13760
Cl -3.17925 -2.84241 -0.69209
C -1.71582 1.97751 -0.56116
C -2.25532 2.12952 0.85669
O -1.17301 1.68311 1.69207
C -0.43048 0.79025 1.00120
O 0.54617 0.29453 1.49276
H 4.45635 0.43778 1.03511
H 5.00647 -1.21990 0.97301
H 4.97674 -0.19791 -0.51139
H 0.69012 1.63564 -1.38103
H -0.15624 0.54652 -2.44826
H -1.77788 -1.43150 1.95889
H -1.52878 -3.04466 1.38652
H -0.30471 -1.79289 1.07374
H -2.59614 1.99104 -1.18317
H -1.05406 2.81462 -0.73736
H -2.57556 3.11621 1.14537
H -3.04529 1.39127 0.98727
```

natural (NBO) atomic charge list, values in e, 5 entries: C -0.718; C 0.813; O -0.529; O -0.546; C 0.809

***

No. 9
Here is C11H12Cl2Si as an isolated structure in a non-equilibrium geometry from OMol25. Energies are from ωB97M-V/def2-TZVPD.

Values from the calculation:
ΔE to the lowest compared entry with this formula, charge and spin, kcal per mole: 61.4
Total charge: 0

The geometry in XYZ format:
```
26
C11H12Cl2Si | OMol25 | ωB97M-V/def2-TZVPD
C 0.68956 -3.52514 0.74459
C 1.50213 -3.11822 1.90448
C -0.57396 2.43989 -1.92254
C -1.81479 2.64288 -1.32618
C 0.72897 -2.55156 -0.17025
C 1.75523 -1.77339 1.78499
C -0.22142 1.13285 -1.81519
C -2.33502 1.48852 -0.83695
C 1.36329 -1.39296 0.39054
C -1.30084 0.42020 -1.06576
C -0.10576 1.65675 1.73971
Si -0.51382 0.01611 0.73102
Cl 0.34887 1.31864 3.44170
Cl -1.76712 -1.18920 1.93109
H 0.16197 -4.41100 0.54012
H 1.67232 -3.75239 2.71441
H -0.01518 3.22601 -2.40439
H -2.29766 3.62201 -1.25964
H 0.26719 -2.43083 -1.19556
H 2.24241 -1.20980 2.55811
H 0.63099 0.72784 -2.15684
H -3.15219 1.11357 -0.23517
H 2.09514 -0.70070 -0.22881
H -1.73261 -0.55992 -1.31342
H -0.96684 2.16444 1.82250
H 0.75923 2.31840 1.38860
```

natural (NBO) atomic charge list, values in e, 5 entries: C -0.240; C -0.230; C -0.223; C -0.253; C -0.274

***

No. 10
Here is a 2-piece molecular cluster, C11H12Cl4N2O2 overall in a non-equilibrium geometry from OMol25. Energies are from ωB97M-V/def2-TZVPD.

Values from the calculation:
SMILES string: O=C1C(Cl)=C(Cl)C(=O)C(Cl)=C1Cl.NC[C@@H]1CCCN1
ΔE to the lowest compared entry with this formula, charge and spin, kcal per mole: 3.4
Total charge: 0

The geometry in XYZ format:
```
31
C11H12Cl4N2O2 | OMol25 | ωB97M-V/def2-TZVPD
O 0.37591 4.57826 2.68602
C 0.39379 3.40978 2.31297
C 1.65780 2.65760 2.06833
Cl 3.09578 3.56618 2.19325
C 1.65607 1.32323 1.78141
Cl 3.09995 0.46521 1.44313
C 0.41516 0.51594 1.81069
O 0.41932 -0.69884 2.06916
C -0.82823 1.30868 1.75005
Cl -2.25996 0.43871 1.38299
C -0.85404 2.63959 2.04511
Cl -2.31643 3.51061 2.14894
N 0.53751 -3.10589 0.41002
C -0.38829 -2.95725 -0.68133
C -0.65833 -1.47780 -0.93025
C -1.24993 -1.10521 -2.29815
C -0.63591 0.27228 -2.61342
C 0.57514 0.43219 -1.66363
N 0.44162 -0.61432 -0.70304
H 0.33258 -2.45160 1.17417
H 0.56079 -4.05993 0.75507
H 0.05266 -3.40490 -1.58592
H -1.36398 -3.43894 -0.48900
H -1.38856 -1.17775 -0.15237
H -0.94947 -1.84155 -3.05574
H -2.34531 -1.07731 -2.24917
H -0.33123 0.35628 -3.66288
H -1.36413 1.06101 -2.39129
H 1.53323 0.41117 -2.21734
H 0.53123 1.40481 -1.14593
H 1.25525 -0.94026 -0.19183
```

natural (NBO) atomic charge list, values in e, 5 entries: O -0.447; C 0.470; C -0.122; Cl 0.106; C -0.104

***

No. 11
Here is an isolated ion of composition C11H12N2O and charge +2 in a non-equilibrium geometry from OMol25. Energies are from ωB97M-V/def2-TZVPD.

Values from the calculation:
ΔE to the lowest compared entry with this formula, charge and spin, kcal per mole: 0.5
Total charge: +2

The geometry in XYZ format:
```
26
C11H12N2O | OMol25 | ωB97M-V/def2-TZVPD
C -4.12410 -0.85318 0.92323
C -4.17300 0.52038 0.55814
C -2.89043 -1.50894 0.65289
C -3.11327 1.19389 -0.02644
C -1.84974 -0.83586 -0.14509
C -1.91639 0.60304 -0.34104
C 0.38364 1.47233 -0.72357
C -1.03603 -1.60190 -0.84160
C 1.83462 0.58845 1.09679
C 2.84893 -0.46775 1.25867
C 2.93714 -1.49347 0.09340
N -0.94738 1.34721 -0.97856
N 1.09702 0.85521 0.13828
O -0.44188 -2.28739 -1.50955
H -4.89741 -1.36528 1.49598
H -5.04504 1.17114 0.76882
H -2.81801 -2.54640 0.87985
H -3.27987 2.17946 0.02621
H 0.83378 2.33220 -1.45297
H 2.72454 -0.99051 2.19058
H 1.65935 1.14278 1.96682
H 3.68964 0.06271 1.35143
H 3.68059 -1.13172 -0.70358
H 1.88758 -1.66862 -0.34546
H 3.30298 -2.37984 0.48513
H -1.43973 2.29476 -1.38916
```

natural (NBO) atomic charge list, values in e, 5 entries: C -0.197; C -0.014; C -0.022; C -0.264; C -0.391

***

No. 12
Here is C11H12N2PRe as an isolated structure in a non-equilibrium geometry from OMol25. Energies are from ωB97M-V/def2-TZVPD.

Values from the calculation:
Expectation value of S²: 4.045
Multiplicity: 4
ΔE to the lowest compared entry with this formula, charge and spin, kcal per mole: 65.4
Total charge: +1

The geometry in XYZ format:
```
27
C11H12N2PRe | OMol25 | ωB97M-V/def2-TZVPD
C 1.01912 1.92092 -1.34911
C 2.39077 2.21170 -1.61978
C 2.85313 2.81395 -0.43669
C 1.84190 3.14933 0.52400
C 0.68049 2.49169 0.01277
Re -1.42159 0.21811 -0.49632
P -1.62310 -0.12649 -2.84654
H 0.23130 1.88686 -2.14489
H 2.93563 1.99317 -2.54411
H 3.77014 3.39287 -0.44260
H -0.37010 2.69276 0.34834
H 1.90131 3.58829 1.56056
H -1.07740 -1.29103 -3.47743
H -1.03277 0.82579 -3.78125
H -2.89724 -0.23458 -3.49887
N -3.35244 -1.92106 4.12274
C -2.50798 -1.89708 3.29631
C -1.51942 -1.92975 2.25410
C -0.68689 -3.04858 2.12945
C 0.34601 -3.14373 1.19842
C 0.52590 -2.04869 0.34534
N -0.28926 -0.98171 0.42139
C -1.42075 -0.84769 1.27569
H -0.84249 -3.89884 2.78784
H 1.04958 -3.98984 1.09054
H 1.28416 -1.94641 -0.43916
H -1.78801 0.12004 1.70928
```

natural (NBO) atomic charge list, values in e, 5 entries: C -0.190; C -0.329; C -0.068; C -0.266; C -0.285